# 1
Below is C27H23I2InN3O8S as an isolated structure, with properties calculated with the ωB97M-V functional and the def2-TZVPD basis.

Gap between HOMO and LUMO ... 6.343 eV
Net charge ... +1
Energy above the lowest of the compared OMol25 structures with the same formula, charge and spin ... 11.8 kJ/mol
Electronic energy ... -81431.5227 eV

The geometry in XYZ format:
```
65
C27H23I2InN3O8S (the ωB97M-V functional and the def2-TZVPD basis)
In 0.03 0.91 -0.76
I -7.06 -0.61 0.82
C -5.28 0.17 0.06
C -5.03 0.12 -1.30
C -3.84 0.63 -1.80
I -3.46 0.50 -3.84
C -2.88 1.21 -0.96
O -1.74 1.68 -1.43
C -3.16 1.25 0.42
C -2.14 1.86 1.33
N -0.91 1.01 1.36
C -1.14 -0.31 1.94
C -1.24 -1.41 0.90
C -1.79 -2.64 1.25
C -1.83 -3.64 0.30
C -1.31 -3.40 -0.97
C -0.79 -2.15 -1.24
N -0.76 -1.18 -0.31
C -4.35 0.74 0.92
H -5.75 -0.32 -1.98
H -1.84 2.84 0.98
H -2.54 1.96 2.34
H -0.17 1.48 1.88
H -0.33 -0.56 2.63
H -2.07 -0.31 2.52
H -2.18 -2.79 2.24
H -2.26 -4.60 0.54
H -1.33 -4.15 -1.74
H -0.39 -1.91 -2.21
H -4.55 0.79 1.98
O 1.91 5.02 0.07
C 1.23 3.99 -0.42
O 0.28 3.47 0.12
C 1.80 3.48 -1.71
C 2.83 4.12 -2.39
C 3.22 3.60 -3.61
C 2.55 2.51 -4.13
C 1.53 1.94 -3.39
N 1.19 2.40 -2.18
C 0.71 0.75 -3.83
O 0.69 0.44 -5.11
O 0.08 0.10 -3.03
H 1.49 5.29 0.90
H 3.30 4.99 -1.96
H 4.03 4.06 -4.16
H 2.85 2.09 -5.09
H 1.13 1.10 -5.66
C 1.93 -4.15 4.25
C 2.11 -3.08 3.21
C 2.00 -3.36 1.85
C 2.19 -2.38 0.89
C 2.50 -1.10 1.29
C 2.62 -0.78 2.64
C 2.42 -1.77 3.59
S 2.70 0.17 0.09
O 4.07 0.50 -0.11
O 1.96 -0.31 -1.11
O 1.85 1.31 0.59
H 1.42 -5.02 3.83
H 1.35 -3.78 5.10
H 2.90 -4.48 4.63
H 1.75 -4.37 1.54
H 2.09 -2.62 -0.16
H 2.86 0.23 2.95
H 2.51 -1.53 4.64
```

---

# 2
Below is C27H23N4O2V as an isolated structure at a distorted geometry, with properties calculated with the ωB97M-V functional and the def2-TZVPD basis.

Gap between HOMO and LUMO (alpha / beta) ... 4.565 / 7.400 eV
Spin multiplicity ... 4
Net charge ... -1
<S²> ... 3.794
Energy above the lowest of the compared OMol25 structures with the same formula, charge and spin ... 6.9 kJ/mol
Electronic energy ... -64118.4876 eV

The geometry in XYZ format:
```
57
C27H23N4O2V (the ωB97M-V functional and the def2-TZVPD basis)
V -0.55 -0.06 -0.45
N 0.88 -4.14 -1.80
C -0.23 -3.32 -1.76
O -1.24 -3.67 -1.18
C -0.12 -2.05 -2.57
C -1.19 -1.02 -2.22
H 0.89 -4.85 -1.08
H 1.76 -3.68 -1.96
H -0.12 -2.37 -3.62
H 0.88 -1.62 -2.40
H -2.18 -1.49 -2.20
H -1.19 -0.25 -2.99
C 2.66 2.29 -2.45
C 3.78 1.64 -1.94
C 3.62 0.59 -1.05
C 2.34 0.18 -0.66
C 1.18 0.81 -1.17
C 1.39 1.87 -2.07
C 2.12 -0.93 0.27
C 3.12 -1.56 0.99
C 2.85 -2.56 1.90
C 1.49 -2.94 2.10
C 1.11 -3.93 3.03
C -0.21 -4.28 3.20
C -1.19 -3.64 2.44
C -0.84 -2.67 1.53
C 0.49 -2.30 1.33
N 0.79 -1.31 0.42
H 2.78 3.11 -3.15
H 4.78 1.95 -2.23
H 4.51 0.09 -0.67
H 0.54 2.39 -2.49
H 4.15 -1.23 0.85
H 3.63 -3.03 2.48
H 1.89 -4.42 3.61
H -0.49 -5.04 3.92
H -2.23 -3.91 2.56
H -1.61 -2.21 0.91
O -1.22 0.83 1.16
C -1.63 1.94 1.67
C -1.66 2.11 3.07
C -2.16 3.26 3.64
C -2.65 4.30 2.84
C -2.61 4.16 1.47
C -2.09 3.02 0.86
C -2.01 2.91 -0.59
N -1.68 1.85 -1.32
C -1.82 2.24 -2.63
C -2.22 3.53 -2.70
N -2.34 3.95 -1.40
H -1.30 1.29 3.67
H -2.18 3.35 4.72
H -3.06 5.19 3.30
H -3.01 4.97 0.86
H -1.62 1.58 -3.45
H -2.43 4.18 -3.54
H -2.56 4.87 -1.08
```

---

# 3
Below is C27H24BrN6NiO6S as an isolated structure at a distorted geometry, with properties calculated with the ωB97M-V functional and the def2-TZVPD basis.

Gap between HOMO and LUMO (alpha / beta) ... 8.110 / 8.112 eV
Net charge ... -1
Energy above the lowest of the compared OMol25 structures with the same formula, charge and spin ... 0.0 kJ/mol
Electronic energy ... -171539.7415 eV

The geometry in XYZ format:
```
66
C27H24BrN6NiO6S (the ωB97M-V functional and the def2-TZVPD basis)
Ni 0.02 0.48 1.64
C -2.15 4.10 -1.32
C -2.28 4.11 0.16
N -2.83 5.03 0.87
N -2.67 4.56 2.16
C -2.04 3.38 2.28
S -1.68 2.50 3.63
N -1.80 3.09 0.96
N -1.11 1.97 0.50
H -2.49 5.05 -1.72
H -2.74 3.29 -1.75
H -1.11 3.94 -1.61
H -3.00 5.10 2.94
H -0.38 2.26 -0.15
H -1.75 1.31 0.05
Br 2.30 3.37 2.46
C 2.36 1.78 3.50
C 3.39 1.63 4.41
C 3.37 0.51 5.22
C 2.32 -0.39 5.11
C 1.35 -0.16 4.16
N 1.39 0.90 3.34
C 0.17 -1.11 3.98
O -0.05 -1.90 4.89
O -0.47 -0.96 2.88
H 4.17 2.38 4.48
H 4.16 0.35 5.95
H 2.22 -1.26 5.74
C -4.54 -4.65 -3.26
C -3.49 -3.78 -2.60
C -3.03 -4.06 -1.32
C -2.05 -3.28 -0.70
C -1.57 -3.60 0.70
C -1.52 -2.20 -1.40
C -1.95 -1.90 -2.69
C -1.34 -0.74 -3.44
C -2.94 -2.69 -3.27
C -0.44 -1.35 -0.76
O 0.71 -1.43 -1.19
O -0.89 -0.57 0.16
H -5.08 -5.24 -2.52
H -4.09 -5.34 -3.97
H -5.26 -4.04 -3.81
H -3.45 -4.91 -0.78
H -2.06 -4.50 1.08
H -1.76 -2.78 1.38
H -0.49 -3.76 0.70
H -1.41 0.18 -2.86
H -1.85 -0.59 -4.40
H -0.28 -0.92 -3.62
H -3.29 -2.45 -4.27
O 1.02 2.59 -1.02
C 1.76 1.65 -0.67
N 1.60 0.87 0.41
C 2.59 -0.12 0.40
O 2.74 -0.98 1.24
C 3.47 0.10 -0.80
C 4.57 -0.57 -1.27
C 5.18 -0.09 -2.43
C 4.67 1.03 -3.09
C 3.55 1.70 -2.60
C 2.97 1.21 -1.45
H 4.95 -1.45 -0.75
H 6.04 -0.60 -2.83
H 5.16 1.39 -3.99
H 3.14 2.57 -3.10
```

---

# 4
Below is C27H24F3N4OS3Ti as an isolated structure, with properties calculated with the ωB97M-V functional and the def2-TZVPD basis.

Gap between HOMO and LUMO ... 6.525 eV
Net charge ... -1
Energy above the lowest of the compared OMol25 structures with the same formula, charge and spin ... 8.9 kJ/mol
Electronic energy ... -100173.2231 eV

The geometry in XYZ format:
```
63
C27H24F3N4OS3Ti (the ωB97M-V functional and the def2-TZVPD basis)
Ti 0.06 -0.95 0.16
C 0.06 2.26 0.61
C -0.73 1.00 0.36
N -0.84 0.14 1.46
N -2.07 -0.51 1.68
C -1.94 -1.74 1.98
S -0.42 -2.63 2.02
S -3.39 -2.70 2.29
C -4.69 -1.48 1.92
C -4.95 -0.47 3.00
C -5.55 -0.86 4.20
C -5.81 0.07 5.20
C -5.47 1.40 5.01
C -4.87 1.80 3.82
C -4.62 0.87 2.82
C -1.89 1.06 -0.58
C -2.78 2.12 -0.68
C -3.88 2.05 -1.53
C -4.09 0.90 -2.28
C -3.20 -0.16 -2.20
C -2.09 -0.08 -1.36
O -1.19 -1.07 -1.28
H 0.87 2.05 1.31
H -0.58 3.04 1.05
H 0.49 2.65 -0.31
H -5.58 -2.10 1.76
H -4.43 -0.99 0.98
H -5.80 -1.90 4.35
H -6.27 -0.26 6.12
H -5.67 2.12 5.79
H -4.60 2.83 3.67
H -4.13 1.17 1.91
H -2.62 3.01 -0.07
H -4.58 2.88 -1.59
H -4.95 0.83 -2.93
H -3.35 -1.06 -2.79
F 8.67 2.83 -1.99
C 8.52 1.48 -1.96
F 8.87 1.04 -3.18
F 9.45 1.02 -1.10
C 7.14 1.07 -1.58
C 6.13 1.11 -2.54
C 4.84 0.77 -2.20
C 4.51 0.39 -0.90
C 5.54 0.36 0.06
C 6.83 0.70 -0.28
C 3.18 0.03 -0.54
C 2.04 -0.27 -0.23
H 6.37 1.40 -3.56
H 4.05 0.80 -2.94
H 5.30 0.06 1.07
H 7.62 0.66 0.46
C 1.47 -1.69 -3.30
N 2.26 -2.68 -2.61
C 1.91 -3.33 -1.49
N 0.64 -3.06 -1.03
S 2.94 -4.37 -0.70
H 2.07 -1.27 -4.10
H 1.18 -0.88 -2.63
H 0.57 -2.12 -3.74
H 3.22 -2.83 -2.89
H -0.08 -2.81 -1.70
H 0.32 -3.70 -0.30
```

---

# 5
Below is C27H24GdN2O6S as an isolated structure at a distorted geometry, with properties calculated with the ωB97M-V functional and the def2-TZVPD basis.

Gap between HOMO and LUMO (alpha / beta) ... 7.043 / 2.310 eV
Spin multiplicity ... 8
Net charge ... +1
<S²> ... 16.071
Energy above the lowest of the compared OMol25 structures with the same formula, charge and spin ... 27.6 kJ/mol
Electronic energy ... -75317.5142 eV

The geometry in XYZ format:
```
61
C27H24GdN2O6S (the ωB97M-V functional and the def2-TZVPD basis)
Gd 0.31 -1.58 0.57
O -1.03 -0.75 2.51
C -2.44 -1.09 2.65
C -3.28 -0.57 1.51
C -2.99 -1.18 0.12
C -2.83 -2.68 0.18
C -3.94 -3.51 0.24
C -3.74 -4.88 0.35
C -2.45 -5.38 0.38
C -1.40 -4.48 0.31
N -1.59 -3.16 0.23
H -0.87 0.11 2.91
H -2.79 -0.72 3.61
H -2.47 -2.18 2.70
H -3.19 0.52 1.46
H -4.32 -0.78 1.77
H -2.10 -0.76 -0.33
H -3.80 -0.92 -0.56
H -4.93 -3.09 0.20
H -4.59 -5.55 0.40
H -2.25 -6.44 0.44
H -0.38 -4.82 0.31
O 7.39 -2.34 0.19
C 6.92 -1.19 0.20
O 7.42 -0.05 0.07
C 5.44 -1.15 0.48
C 4.89 -0.12 1.23
C 3.52 -0.08 1.44
N 2.71 -0.98 0.90
C 3.26 -1.97 0.17
C 4.59 -2.12 -0.05
C 2.08 -2.79 -0.27
O 1.52 -3.48 0.63
O 1.36 -2.32 -1.22
H 5.53 0.65 1.62
H 3.06 0.71 2.02
H 5.00 -2.96 -0.60
O -0.04 0.57 0.01
S -0.73 1.93 0.18
C 0.57 3.07 0.08
C 1.63 2.85 -0.79
C 2.65 3.78 -0.82
C 2.60 4.90 0.01
C 1.54 5.10 0.87
C 0.50 4.17 0.93
C -1.58 2.14 -1.33
C -2.62 3.06 -1.33
C -3.31 3.28 -2.52
C -2.95 2.57 -3.66
C -1.91 1.64 -3.63
C -1.22 1.41 -2.45
H 1.67 1.96 -1.42
H 3.50 3.63 -1.48
H 3.41 5.62 -0.02
H 1.52 5.97 1.51
H -0.33 4.31 1.61
H -2.89 3.60 -0.43
H -4.12 4.00 -2.54
H -3.49 2.74 -4.58
H -1.65 1.09 -4.53
H -0.41 0.69 -2.42
```

---

# 6
Below is C27H24IN2OsPS as an isolated structure at a distorted geometry, with properties calculated with the ωB97M-V functional and the def2-TZVPD basis.

Gap between HOMO and LUMO (alpha / beta) ... 5.867 / 5.907 eV
Spin multiplicity ... 5
Net charge ... +2
<S²> ... 6.097
Energy above the lowest of the compared OMol25 structures with the same formula, charge and spin ... 0.0 kJ/mol
Electronic energy ... -62042.9107 eV

The geometry in XYZ format:
```
57
C27H24IN2OsPS (the ωB97M-V functional and the def2-TZVPD basis)
Os -11.76 -2.57 11.20
C -12.02 2.21 15.52
C -13.13 2.31 14.69
C -13.42 1.30 13.76
C -12.58 0.19 13.63
C -11.48 0.06 14.50
C -11.20 1.08 15.43
P -13.00 -1.12 12.46
C -14.06 -0.30 11.25
C -15.41 -0.85 10.94
C -16.20 0.07 10.07
C -15.64 1.12 9.39
C -14.28 1.45 9.60
C -13.52 0.76 10.56
C -13.96 -2.30 13.48
C -14.85 -1.95 14.49
C -15.46 -2.97 15.26
C -15.23 -4.30 15.01
C -14.31 -4.69 13.98
C -14.04 -6.05 13.70
C -13.15 -6.36 12.66
C -12.50 -5.36 11.92
C -12.67 -3.97 12.17
C -13.66 -3.67 13.21
H -11.80 2.99 16.27
H -13.80 3.18 14.75
H -14.31 1.38 13.11
H -10.84 -0.82 14.40
H -10.33 0.93 16.08
H -15.99 -1.09 11.84
H -17.25 -0.18 9.88
H -16.23 1.70 8.65
H -13.82 2.26 9.03
H -12.48 1.03 10.77
H -15.10 -0.89 14.68
H -16.15 -2.71 16.06
H -15.72 -5.10 15.58
H -14.53 -6.83 14.30
H -12.98 -7.42 12.41
H -11.83 -5.59 11.10
C -11.22 -0.79 6.57
N -10.01 -1.41 7.16
C -8.67 -1.24 6.66
C -7.88 -2.01 7.44
N -8.71 -2.67 8.42
C -9.99 -2.29 8.24
S -11.40 -2.86 8.95
H -10.92 0.06 5.92
H -11.86 -0.43 7.40
H -11.81 -1.52 5.98
H -8.46 -0.54 5.83
H -6.80 -2.19 7.43
H -8.46 -3.31 9.17
I -16.79 -3.63 10.59
C -15.26 -2.18 10.16
H -14.40 -2.79 10.38
H -15.32 -2.06 9.07
```

---

# 7
Below is an isolated molecule of C27H24N4O at a distorted geometry, with properties calculated with the ωB97M-V functional and the def2-TZVPD basis.

Gap between HOMO and LUMO ... 8.673 eV
SMILES ... Cc1ccc(-c2nn(-c3ccccc3)c3[nH]c(=O)c(CNCc4ccccc4)cc23)cc1
Energy above the lowest of the compared OMol25 structures with the same formula, charge and spin ... 3.4 kJ/mol
Electronic energy ... -36397.4037 eV

The geometry in XYZ format:
```
56
C27H24N4O (the ωB97M-V functional and the def2-TZVPD basis)
C 3.12 3.69 4.04
C 2.29 2.63 3.39
C 2.12 2.60 2.01
C 1.35 1.64 1.39
C 0.71 0.66 2.16
C -0.11 -0.37 1.55
N -1.07 -0.96 2.23
N -1.67 -1.87 1.42
C -2.73 -2.65 1.90
C -2.93 -3.95 1.45
C -3.99 -4.69 1.94
C -4.84 -4.14 2.89
C -4.62 -2.86 3.36
C -3.57 -2.11 2.87
C -1.09 -1.85 0.19
N -1.41 -2.53 -0.93
C -0.72 -2.35 -2.12
O -1.10 -2.95 -3.12
C 0.42 -1.44 -2.06
C 1.18 -1.26 -3.35
N 0.39 -0.67 -4.43
C -0.28 0.57 -4.07
C 0.70 1.62 -3.62
C 0.48 2.35 -2.46
C 1.39 3.31 -2.05
C 2.53 3.54 -2.80
C 2.76 2.81 -3.95
C 1.84 1.86 -4.36
C 0.72 -0.74 -0.95
C -0.06 -0.90 0.22
C 0.86 0.69 3.54
C 1.64 1.66 4.14
H 3.97 3.94 3.42
H 3.47 3.36 5.01
H 2.52 4.59 4.18
H 2.61 3.35 1.40
H 1.21 1.66 0.32
H -2.24 -4.40 0.75
H -4.15 -5.70 1.59
H -5.66 -4.73 3.27
H -5.27 -2.44 4.11
H -3.37 -1.11 3.22
H -2.22 -3.14 -0.96
H 2.05 -0.61 -3.17
H 1.53 -2.23 -3.71
H -0.30 -1.35 -4.72
H -0.80 0.92 -4.97
H -1.05 0.42 -3.28
H -0.41 2.17 -1.87
H 1.20 3.88 -1.15
H 3.24 4.29 -2.48
H 3.65 2.99 -4.54
H 2.01 1.28 -5.26
H 1.56 -0.06 -0.95
H 0.36 -0.06 4.13
H 1.75 1.66 5.22
```

---

# 8
Below is C27H25AuCl2N5S3 as an isolated structure, with properties calculated with the ωB97M-V functional and the def2-TZVPD basis.

Gap between HOMO and LUMO (alpha / beta) ... 6.024 / 5.826 eV
Spin multiplicity ... 3
Net charge ... -1
<S²> ... 2.057
Energy above the lowest of the compared OMol25 structures with the same formula, charge and spin ... 60.7 kJ/mol
Electronic energy ... -97097.6549 eV

The geometry in XYZ format:
```
63
C27H25AuCl2N5S3 (the ωB97M-V functional and the def2-TZVPD basis)
Au -2.51 0.05 -0.40
S 4.92 -0.86 -0.68
C 3.14 -1.02 -0.76
C 2.43 -1.43 0.35
C 1.04 -1.52 0.25
N 0.38 -1.22 -0.86
C 1.07 -0.81 -1.92
C 2.46 -0.70 -1.92
C 5.38 -2.37 -1.52
C 5.27 -3.60 -0.88
C 5.65 -4.74 -1.57
N 6.13 -4.73 -2.82
C 6.23 -3.54 -3.41
C 5.87 -2.34 -2.81
H 2.93 -1.65 1.29
H 0.44 -1.83 1.10
H 0.49 -0.54 -2.79
H 2.98 -0.35 -2.80
H 4.89 -3.67 0.13
H 5.57 -5.71 -1.10
H 6.62 -3.55 -4.43
H 5.97 -1.41 -3.34
Cl -1.98 -3.27 -0.12
C -3.65 -3.40 0.27
C -4.12 -4.65 0.62
C -5.46 -4.84 0.93
C -6.34 -3.76 0.86
C -5.87 -2.52 0.50
Cl -7.00 -1.21 0.43
C -4.49 -2.23 0.19
N -4.14 -1.01 -0.14
H -3.42 -5.48 0.66
H -5.82 -5.82 1.21
H -7.39 -3.88 1.09
S -1.34 -0.72 2.97
C -0.63 0.77 3.01
N -1.19 1.93 2.69
C -0.45 3.16 2.92
C 1.02 2.75 2.89
S 1.05 1.04 3.50
H -2.08 1.92 2.20
H -0.71 3.57 3.90
H -0.68 3.89 2.15
H 1.63 3.39 3.53
H 1.41 2.78 1.87
C 1.43 2.36 -0.79
C 0.31 3.31 -0.52
C 0.54 4.66 -0.29
C -0.50 5.55 -0.05
C -1.80 5.05 -0.07
C -2.09 3.71 -0.28
C -3.51 3.24 -0.31
C -1.02 2.79 -0.51
N -1.20 1.49 -0.73
H 2.41 2.84 -0.68
H 1.36 1.96 -1.81
H 1.40 1.49 -0.13
H 1.57 5.01 -0.30
H -0.31 6.60 0.13
H -2.63 5.73 0.10
H -4.19 4.08 -0.14
H -3.72 2.47 0.43
H -3.77 2.79 -1.27
```

---

> Which of these has the highest electronic energy?

C27H24N4O

---

> energy above the lowest of the compared OMol25 structures with the same formula, charge and spin of number 2 (C27H23N4O2V)?

6.9 kJ/mol

---

What did the second record say?
Below is C27H23N4O2V as an isolated structure at a distorted geometry, with properties calculated with the ωB97M-V functional and the def2-TZVPD basis.

Gap between HOMO and LUMO (alpha / beta) ... 4.565 / 7.400 eV
Spin multiplicity ... 4
Net charge ... -1
<S²> ... 3.794
Energy above the lowest of the compared OMol25 structures with the same formula, charge and spin ... 6.9 kJ/mol
Electronic energy ... -64118.4876 eV

The geometry in XYZ format:
```
57
C27H23N4O2V (the ωB97M-V functional and the def2-TZVPD basis)
V -0.55 -0.06 -0.45
N 0.88 -4.14 -1.80
C -0.23 -3.32 -1.76
O -1.24 -3.67 -1.18
C -0.12 -2.05 -2.57
C -1.19 -1.02 -2.22
H 0.89 -4.85 -1.08
H 1.76 -3.68 -1.96
H -0.12 -2.37 -3.62
H 0.88 -1.62 -2.40
H -2.18 -1.49 -2.20
H -1.19 -0.25 -2.99
C 2.66 2.29 -2.45
C 3.78 1.64 -1.94
C 3.62 0.59 -1.05
C 2.34 0.18 -0.66
C 1.18 0.81 -1.17
C 1.39 1.87 -2.07
C 2.12 -0.93 0.27
C 3.12 -1.56 0.99
C 2.85 -2.56 1.90
C 1.49 -2.94 2.10
C 1.11 -3.93 3.03
C -0.21 -4.28 3.20
C -1.19 -3.64 2.44
C -0.84 -2.67 1.53
C 0.49 -2.30 1.33
N 0.79 -1.31 0.42
H 2.78 3.11 -3.15
H 4.78 1.95 -2.23
H 4.51 0.09 -0.67
H 0.54 2.39 -2.49
H 4.15 -1.23 0.85
H 3.63 -3.03 2.48
H 1.89 -4.42 3.61
H -0.49 -5.04 3.92
H -2.23 -3.91 2.56
H -1.61 -2.21 0.91
O -1.22 0.83 1.16
C -1.63 1.94 1.67
C -1.66 2.11 3.07
C -2.16 3.26 3.64
C -2.65 4.30 2.84
C -2.61 4.16 1.47
C -2.09 3.02 0.86
C -2.01 2.91 -0.59
N -1.68 1.85 -1.32
C -1.82 2.24 -2.63
C -2.22 3.53 -2.70
N -2.34 3.95 -1.40
H -1.30 1.29 3.67
H -2.18 3.35 4.72
H -3.06 5.19 3.30
H -3.01 4.97 0.86
H -1.62 1.58 -3.45
H -2.43 4.18 -3.54
H -2.56 4.87 -1.08
```

---

> Among the records above, which one has the lowest electronic energy?

C27H24BrN6NiO6S